Formula: C22H46F2N10NiO25S2
Source: the Open Molecules 2025 dataset
Level of theory: the ωB97M-V functional and the def2-TZVPD basis

```
108
Properties=species:S:1:pos:R:3:forces:R:3
O 2.222 10.096 -0.725 -1.84 -2.47 2.29
O -3.665 8.591 5.256 0.24 0.01 -0.01
C 5.937 7.228 8.075 -0.36 -0.07 0.61
N 3.186 11.302 7.068 0.44 -1.54 -0.26
C 5.769 3.534 3.411 0.96 -0.82 0.71
H -0.405 1.148 3.971 0.23 0.02 0.21
H 9.099 1.538 4.643 0.17 0.05 -0.66
H -0.403 9.186 8.614 0.17 -0.55 -0.37
C 11.179 2.133 4.221 -0.31 -0.12 1.43
C 9.678 4.737 5.607 0.35 -0.97 0.44
H 6.130 3.127 2.467 -0.23 0.77 -0.27
C 3.200 11.992 8.417 -0.34 -0.23 -0.92
H 0.045 8.898 0.988 0.10 0.35 -0.51
O 6.546 7.484 4.561 -0.52 1.62 0.31
H 4.192 4.641 8.884 -0.42 0.08 0.00
H 4.063 9.405 4.615 0.07 -0.11 -0.08
H -1.762 8.770 2.807 0.56 -0.36 0.18
H 10.583 4.738 5.000 -0.22 -0.23 -0.31
H 11.230 1.515 3.325 0.02 0.04 0.18
H 4.411 4.472 10.616 -0.49 -0.26 0.25
O 5.973 7.268 10.420 0.44 -0.34 -1.12
H 10.407 1.566 6.909 -0.12 0.07 -0.31
O -2.376 6.985 8.269 0.42 1.93 1.12
C 7.977 2.785 6.351 0.25 1.24 -0.04
H 4.758 9.129 2.981 0.19 -0.13 0.08
H 5.553 8.238 8.219 -0.56 -0.28 -0.74
H -2.043 7.282 3.816 0.52 0.16 -0.21
O 2.967 7.687 6.444 -2.89 -2.65 -1.58
H 2.901 11.268 9.175 0.24 -0.06 -0.22
N 0.500 -0.489 5.022 -1.31 0.17 -2.30
N -3.303 8.803 4.104 -1.67 0.08 1.88
H 4.347 7.695 4.022 -0.55 0.35 -0.40
H 5.372 4.549 3.421 0.26 0.02 -0.30
H 2.387 12.710 8.314 0.38 0.35 0.26
H 2.898 3.775 9.778 0.44 -0.19 0.27
O -2.917 8.928 9.166 0.38 -1.23 -0.58
H 6.768 4.512 5.956 -0.39 0.16 0.17
C -1.940 8.367 3.804 -0.03 0.17 -1.10
O 0.375 6.818 2.136 0.44 -2.99 2.36
H 8.067 3.159 7.371 -0.70 -0.55 0.23
C 0.605 0.811 4.204 0.11 -0.48 1.30
H 6.610 7.105 7.227 0.27 0.28 0.45
N 6.007 8.618 4.628 0.32 -1.52 -0.60
H -1.245 8.698 4.575 -0.24 0.01 -0.16
O 6.486 9.577 5.162 0.45 0.19 0.29
C 3.735 7.171 0.741 0.46 0.29 0.23
N 2.895 5.805 10.083 0.42 1.81 0.32
F 2.235 3.679 5.466 -0.10 -0.50 -0.08
C 4.661 8.739 3.994 0.06 -0.57 0.41
C -0.753 8.344 9.211 1.94 -0.33 1.23
C 2.158 9.083 0.025 1.50 2.90 -1.87
O -2.217 3.218 4.798 0.78 0.49 -0.26
H 5.831 2.981 5.931 0.10 -0.06 0.48
C 1.047 8.525 0.830 2.63 -0.30 -0.11
H 11.918 2.932 4.166 -0.66 0.68 -0.61
C 1.376 7.396 1.547 -0.85 0.18 -0.97
S 1.678 7.127 5.923 -1.55 10.71 1.19
O 3.024 5.700 2.262 -2.73 -2.53 2.49
H 9.313 3.151 3.784 -0.45 -0.62 -0.08
H 10.062 6.584 6.533 -0.19 0.04 0.19
H 11.599 1.634 5.094 -0.09 -0.91 -0.44
H 9.203 5.411 7.588 0.15 0.42 0.24
N 1.705 5.876 5.050 2.37 -2.59 2.99
N 9.398 3.177 5.854 0.77 0.11 0.22
H -0.192 7.409 9.203 0.25 0.43 -0.75
O 4.112 11.456 6.294 0.16 0.79 0.49
C 3.632 8.394 0.040 -0.20 1.25 -2.58
O 4.477 8.927 -0.719 -1.52 -1.51 2.36
H -2.947 6.001 5.879 -0.33 0.62 -0.62
O 6.962 3.379 4.253 -0.64 -0.14 0.25
H 1.238 0.659 3.330 -0.14 -0.25 0.26
O 7.770 6.639 9.362 -1.07 0.12 0.35
H 4.986 2.838 3.708 -0.11 -0.02 0.46
O 2.365 5.951 11.178 0.21 -0.61 -0.91
C -3.215 5.268 5.119 0.62 -0.02 0.39
C 10.392 2.656 6.905 -0.31 0.29 -0.32
O 2.933 6.680 9.224 -0.14 -0.83 0.59
H 1.114 1.416 4.955 -0.15 0.65 -0.42
H 11.376 3.048 6.646 -0.13 -0.14 0.07
C 10.001 5.545 6.857 -0.53 -0.57 -0.33
C 3.659 4.553 9.831 0.05 0.11 -0.26
S 2.455 5.021 6.329 2.66 -5.94 2.93
N -2.106 8.052 8.860 -2.54 -0.41 -0.66
H 5.198 6.428 8.030 -0.48 0.61 -0.13
H 8.849 5.150 5.032 -0.09 -0.32 0.09
N -2.027 4.381 5.106 -0.14 -1.05 1.51
Ni 1.160 5.075 3.385 0.93 2.87 -2.48
F 1.303 8.087 4.674 0.55 -0.29 0.66
H -3.231 5.538 4.063 -0.61 0.72 0.28
H -4.111 4.733 5.433 0.30 -0.23 -0.33
H -0.676 8.689 10.243 -0.64 0.09 0.03
O -0.566 -0.687 5.592 1.51 -0.02 0.02
H 4.683 6.654 0.776 0.12 -0.09 -0.07
O -0.959 4.860 5.507 -0.55 -0.63 -1.26
C 2.728 6.696 1.528 0.72 1.84 -1.14
H 10.158 2.952 7.928 -0.34 0.39 -0.30
C 6.776 3.459 5.673 0.90 0.65 -1.48
O 0.529 7.315 6.778 1.36 -0.99 -0.83
O 2.290 10.515 6.833 -0.54 0.51 0.53
O 3.951 5.019 6.435 -3.94 0.66 -0.63
O -4.057 9.259 3.272 0.78 0.00 -0.61
O 1.430 -1.255 4.863 -0.27 -0.08 0.96
H 4.206 12.392 8.544 -0.41 0.16 0.10
N 6.592 7.024 9.395 1.72 -0.32 0.37
H 7.841 1.707 6.261 0.60 0.02 0.29
H 10.973 5.279 7.274 -0.15 -0.04 0.09
C 9.685 2.451 4.533 0.94 0.88 -0.10
O 1.707 4.722 7.605 1.83 1.61 -4.43
```
Forces are in eV/Å.

total energy	-5797.772642	Eh
highest occupied orbital energy (alpha / beta)	-7.410 / -7.305	eV
Kohn-Sham gap (alpha / beta)	5.574 / 4.664	eV
2S+1	3
⟨S²⟩	2.01



Formula: C20H24FN3O3S
Source: the Open Molecules 2025 dataset
Level of theory: the ωB97M-V functional and the def2-TZVPD basis

```
52
Properties=species:S:1:pos:R:3:forces:R:3
H 3.328 -4.369 2.367 0.21 -0.22 0.15
C 1.339 -3.659 1.957 0.97 -0.57 -0.52
O -0.413 -4.367 -2.142 -0.29 -0.36 0.08
H 2.596 5.808 2.213 0.00 0.01 0.00
C -4.375 4.081 -1.404 0.00 0.01 0.00
C -0.178 -0.328 -0.779 -0.37 -0.03 -0.09
C -1.745 -4.635 -2.339 -0.12 1.05 -0.31
C 2.081 2.718 0.934 -0.04 0.00 0.00
O -0.684 -1.482 -0.103 0.40 -0.53 -0.61
C -1.723 3.292 -1.581 0.03 -0.05 -0.01
C 0.517 -0.575 -2.139 -0.12 0.35 0.38
H 2.366 2.103 0.088 0.02 0.00 -0.01
H 3.066 -3.922 0.704 0.07 0.20 -0.15
N 0.734 -3.045 0.765 -0.79 -0.51 1.03
H 0.665 -4.387 2.398 -0.34 0.11 0.32
F 2.384 -6.690 2.266 -0.12 -0.23 0.29
C -2.699 2.605 -2.290 0.03 -0.01 0.00
H 1.085 4.906 3.948 0.00 0.01 0.00
C 0.870 3.000 2.989 0.01 0.04 0.01
H 1.389 -5.938 0.680 -0.23 -0.23 0.01
C 2.570 4.013 1.041 0.01 0.00 -0.03
C 1.363 4.293 3.101 -0.01 0.00 0.00
C 2.612 -4.422 1.554 -0.30 0.21 0.10
H -0.117 -0.235 -2.946 -0.23 -0.22 -0.23
C -3.398 4.768 -0.697 -0.01 0.00 -0.01
C -0.330 -3.089 -2.539 -0.50 1.10 -0.45
C 2.360 -5.860 1.168 0.17 0.59 -0.55
H 0.204 2.606 3.745 0.00 -0.01 0.00
H -2.119 -5.607 -2.098 0.01 -0.24 0.02
C 2.212 4.800 2.126 0.00 0.01 0.00
H -2.428 1.760 -2.911 -0.01 0.00 -0.01
H 0.080 -3.700 0.353 0.31 0.06 -0.73
H -4.788 2.468 -2.756 0.00 -0.01 0.00
H -1.307 4.909 -0.236 0.01 -0.02 0.02
H 0.473 0.210 -0.098 0.15 0.08 0.06
H 3.105 -6.189 0.451 0.22 -0.30 0.05
S 1.162 -2.202 -2.478 0.44 -0.53 0.12
H -3.672 5.610 -0.074 0.00 0.01 0.00
C -4.026 3.002 -2.203 -0.02 -0.01 0.00
C 0.073 -1.861 0.973 -0.39 0.21 -0.33
H 1.398 0.058 -2.175 0.27 0.07 -0.04
N -2.390 -3.615 -2.799 0.41 -0.68 0.33
H 3.231 4.409 0.280 0.01 0.00 0.00
H -0.687 2.982 -1.644 0.02 0.02 0.00
H -1.038 0.294 -0.986 -0.19 0.23 0.10
H -5.411 4.388 -1.333 -0.01 0.00 0.00
H 0.844 1.202 1.826 0.00 0.00 0.07
N -1.456 -2.592 -2.942 0.15 -0.52 0.15
C -2.071 4.374 -0.786 0.02 0.02 0.03
C 1.230 2.211 1.906 -0.02 -0.05 -0.04
H 1.607 -2.911 2.685 -0.29 0.38 0.08
O 0.112 -1.190 1.958 0.51 0.58 0.71
```
Forces are in eV/Å.

SMILES string	O=C(NCCCF)OCCSc1nnco1.c1ccccc1.c1ccccc1
total energy	-1664.506286	Eh
highest occupied orbital energy	-9.253	eV
Kohn-Sham gap	9.654	eV
energy above the lowest of the compared OMol25 structures with the same formula, charge and spin	1.7311	eV



Formula: C4H16O9Zn
Source: the Open Molecules 2025 dataset
Level of theory: the ωB97M-V functional and the def2-TZVPD basis

```
30
Properties=species:S:1:pos:R:3:forces:R:3
O 0.832 1.558 -2.899 -0.46 -1.19 0.87
H -1.524 -1.232 1.728 0.45 -0.18 -0.06
H 1.475 -0.742 4.997 -0.12 -0.11 0.15
O 0.469 -1.785 2.817 0.03 -0.06 0.13
H -0.141 0.380 -4.955 0.03 0.01 0.00
O -0.036 -0.249 -1.801 0.24 0.77 -0.50
H 1.860 1.416 -1.433 0.17 -0.23 1.15
O -1.260 -1.194 0.798 -1.00 0.00 -0.43
O 0.815 0.291 2.088 -0.14 0.48 -0.05
C 0.110 0.524 -2.829 0.46 0.39 0.42
H -0.903 -0.937 -4.006 -0.10 -0.01 -0.08
H 2.165 -1.993 -0.672 -0.12 0.07 0.02
H -2.542 -0.250 -0.691 -0.01 0.02 -0.13
O 2.104 1.184 -0.459 -0.37 0.56 -1.85
H -1.398 1.923 0.927 0.19 -0.06 0.02
H -0.585 2.495 -0.267 0.08 -0.17 0.00
O -0.815 1.680 0.198 -0.55 0.66 -0.13
H -1.536 -2.030 0.399 0.18 0.10 0.04
O 1.559 -1.749 0.036 0.39 -0.73 -0.05
H -1.625 0.679 -4.064 -0.04 -0.01 0.03
H 1.623 -2.408 0.743 -0.16 0.32 0.14
H 3.015 1.445 -0.307 -0.03 -0.07 0.18
C -0.685 0.126 -4.048 0.07 -0.12 -0.03
H -2.844 0.643 -1.876 0.02 -0.08 -0.02
C 0.839 -0.070 4.431 0.11 0.56 -0.19
H -0.143 0.017 4.895 -0.02 -0.26 0.09
C 0.690 -0.581 3.010 0.23 -0.42 0.09
O -3.223 -0.072 -1.355 -0.03 0.07 0.18
H 1.267 0.935 4.430 0.05 -0.15 -0.03
Zn 0.435 -0.001 0.164 0.47 -0.16 0.01
```
Forces are in eV/Å.

total energy	-2618.630327	Eh
highest occupied orbital energy	-9.274	eV
Kohn-Sham gap	9.370	eV
energy above the lowest of the compared OMol25 structures with the same formula, charge and spin	0.0000	eV



Formula: C4H7NO
Source: the Open Molecules 2025 dataset
Level of theory: the ωB97M-V functional and the def2-TZVPD basis

```
13
Properties=species:S:1:pos:R:3:forces:R:3
H -0.115 -2.123 0.171 -0.07 0.18 -0.18
C -1.279 -0.176 0.350 -0.05 -0.11 -0.13
H -1.835 0.248 -0.501 0.05 -0.13 0.00
C 1.052 -0.215 -0.130 0.22 0.03 0.26
H -2.003 -0.704 0.984 0.32 0.28 0.07
H 2.033 -0.598 0.126 -0.04 0.07 -0.01
H 0.535 1.911 -0.317 -0.07 -0.19 0.05
C -0.149 -1.078 -0.130 -0.11 -0.10 0.12
H 1.324 1.458 1.207 -0.22 -0.01 -0.01
C 0.610 1.120 0.449 0.23 0.01 -0.11
N 0.513 -0.715 -1.384 -0.23 0.00 -0.16
H -0.031 -0.019 -1.890 0.07 0.05 0.14
O -0.654 0.890 1.066 -0.10 -0.07 -0.03
```
Forces are in eV/Å.

SMILES string	C1OC[C@H]2N[C@@H]12
total energy	-286.548238	Eh
highest occupied orbital energy	-9.618	eV
Kohn-Sham gap	10.712	eV
energy above the lowest of the compared OMol25 structures with the same formula, charge and spin	2.2697	eV